# 1
{"formula": "C5H14AuClFeO", "method": "wB97M-V/def2-TZVPD", "e_tot_ev": -58053.017, "multiplicity": 8, "e_above_lowest_kcal_mol": 62.4, "largest_force_ev_per_a": 2.7, "charge": -1, "gap_ev": [4.711, 2.547], "s_squared": 15.78, "symbols": ["Au", "Cl", "C", "H", "H", "H", "Fe", "C", "C", "C", "H", "H", "H", "H", "H", "H", "H", "H", "C", "O", "H", "H", "H"], "positions_angstrom": [[-0.848, 1.739, 0.765], [-0.903, 3.675, -0.477], [-2.291, 0.270, 0.382], [-2.234, -0.520, 1.113], [-2.147, -0.057, -0.648], [-3.225, 0.852, 0.463], [0.816, -0.476, -2.791], [2.413, 0.614, -2.981], [-0.783, -0.306, -3.950], [0.930, -2.094, -2.016], [-1.330, -1.250, -3.947], [-1.407, 0.520, -3.630], [-0.372, -0.121, -4.956], [3.291, 0.040, -2.583], [2.540, 0.799, -4.055], [2.305, 1.577, -2.427], [0.152, -2.855, -2.314], [1.904, -2.560, -1.869], [0.323, -0.002, 3.259], [-0.629, 0.671, 2.478], [-0.213, 0.039, 4.217], [1.323, 0.469, 3.346], [0.385, -1.022, 2.888]], "lowdin_spin": [0.5682, 0.1603, 0.3684, 0.0262, 0.0304, 0.0234, 3.8494, 0.1345, 0.1346, 0.5696, 0.0182, 0.0248, 0.0202, 0.0216, 0.0221, 0.0264, 0.0779, 0.0833, 0.0760, 0.7109, 0.0050, 0.0122, 0.0364]}

---

# 2
{"formula": "C5H14BN3O6", "method": "wB97M-V/def2-TZVPD", "e_tot_ev": -22836.316, "multiplicity": 1, "e_above_lowest_kcal_mol": 0.0, "largest_force_ev_per_a": 1.3, "charge": -2, "gap_ev": 4.223, "symbols": ["N", "C", "C", "B", "C", "O", "O", "H", "H", "H", "H", "H", "H", "H", "H", "C", "N", "O", "O", "H", "H", "H", "C", "N", "O", "O", "H", "H", "H"], "positions_angstrom": [[3.113, -1.378, -0.474], [1.779, -0.946, 0.074], [0.571, -1.572, -0.591], [-0.874, -0.895, -0.089], [-2.044, -2.021, 0.259], [-2.361, -2.898, -0.608], [-2.608, -1.968, 1.424], [2.902, -2.038, -1.218], [3.601, -1.924, 0.228], [1.754, -1.182, 1.144], [1.730, 0.146, -0.005], [0.575, -2.654, -0.392], [0.695, -1.455, -1.681], [-1.318, -0.209, -1.023], [-0.747, -0.196, 0.894], [1.842, 1.696, -2.405], [0.355, 1.595, -2.446], [-0.123, 0.700, -3.099], [-0.255, 2.415, -1.786], [2.250, 0.898, -3.014], [2.108, 2.682, -2.780], [2.140, 1.588, -1.366], [-2.634, 0.918, 2.738], [-1.534, 1.946, 2.691], [-0.491, 1.536, 2.261], [-1.778, 3.099, 3.040], [-2.245, -0.027, 2.331], [-2.960, 0.843, 3.773], [-3.440, 1.299, 2.117]], "nbo_charge": [-0.8914, -0.1988, -0.6415, -0.3049, 0.6399, -0.8611, -0.9069, 0.3455, 0.3283, 0.1699, 0.1456, 0.1910, 0.1679, -0.0687, -0.0722, -0.4856, 0.5380, -0.3441, -0.3920, 0.2222, 0.1986, 0.2499, -0.5148, 0.5369, -0.3151, -0.4809, 0.3388, 0.1892, 0.2163]}

---

# 3
{"formula": "C5H14ClO3Y", "method": "wB97M-V/def2-TZVPD", "e_tot_ev": -25099.861, "multiplicity": 1, "e_above_lowest_kcal_mol": 0.0, "largest_force_ev_per_a": 4.3, "charge": 2, "gap_ev": 3.096, "symbols": ["Y", "Cl", "C", "C", "C", "O", "H", "H", "H", "H", "H", "H", "H", "H", "C", "C", "O", "O", "H", "H", "H", "H", "H", "H"], "positions_angstrom": [[-0.306, -4.131, 0.096], [0.192, -1.787, 1.241], [-0.623, 2.179, 0.907], [0.374, 2.003, 2.019], [-0.179, 1.548, 3.427], [1.423, 1.171, 1.487], [-1.178, 3.062, 1.223], [-1.223, 1.301, 0.670], [-0.087, 2.480, 0.007], [0.780, 2.998, 2.205], [-0.119, 2.341, 4.172], [0.265, 0.746, 4.016], [-1.266, 1.541, 3.343], [1.011, 0.327, 1.288], [-0.009, -0.736, -2.363], [0.773, -2.011, -2.598], [0.168, -3.282, -2.249], [-0.965, -0.721, -3.432], [0.757, 0.037, -2.427], [-0.411, -0.818, -1.353], [1.640, -1.798, -1.974], [1.119, -2.108, -3.627], [-0.308, -3.500, -3.053], [-1.826, -0.840, -3.024]], "nbo_charge": [2.4478, -0.5514, -0.6342, 0.0893, -0.6853, -0.7022, 0.2351, 0.1723, 0.2259, 0.1980, 0.2423, 0.2300, 0.2132, 0.4200, -0.0996, -0.1148, -0.8646, -0.6937, 0.2350, 0.1705, 0.2049, 0.2385, 0.5455, 0.4773]}

---

# 4
{"formula": "C5H14ClO5V", "method": "wB97M-V/def2-TZVPD", "e_tot_ev": -53849.488, "multiplicity": 4, "largest_force_ev_per_a": 3.9, "charge": 1, "gap_ev": [5.898, 6.242], "s_squared": 3.76, "symbols": ["V", "Cl", "C", "O", "H", "H", "H", "H", "C", "O", "H", "H", "H", "H", "C", "O", "C", "O", "O", "C", "H", "H", "H", "H", "H", "H"], "positions_angstrom": [[3.218, 10.288, -11.730], [5.603, 10.006, -12.607], [7.473, 14.239, -11.696], [7.375, 12.862, -11.989], [6.838, 14.775, -12.401], [7.108, 14.501, -10.703], [8.504, 14.559, -11.849], [6.462, 12.633, -11.801], [7.570, 6.837, -11.442], [8.632, 7.626, -11.954], [7.634, 6.407, -10.443], [6.753, 7.559, -11.459], [7.285, 6.062, -12.153], [9.267, 7.012, -12.331], [1.106, 13.041, -16.516], [1.363, 12.756, -15.093], [2.227, 11.794, -14.630], [2.511, 11.587, -13.416], [2.806, 11.142, -15.740], [3.841, 10.195, -15.642], [0.428, 13.848, -16.795], [0.760, 12.101, -16.948], [2.022, 13.199, -17.085], [4.631, 10.595, -15.006], [4.239, 9.910, -16.616], [3.514, 9.332, -15.062]], "lowdin_spin": [2.9829, -0.0109, 0.0000, 0.0001, 0.0000, 0.0000, 0.0000, 0.0000, 0.0001, -0.0002, 0.0000, 0.0002, 0.0000, 0.0000, 0.0000, 0.0016, 0.0031, 0.0190, 0.0027, 0.0006, 0.0000, 0.0000, 0.0001, 0.0003, 0.0001, 0.0003]}

---

# 5
{"formula": "C5H14I2N5", "method": "wB97M-V/def2-TZVPD", "e_tot_ev": -29052.147, "multiplicity": 1, "e_above_lowest_kcal_mol": 39.5, "largest_force_ev_per_a": 5.0, "charge": 1, "gap_ev": 8.245, "symbols": ["C", "C", "C", "C", "C", "N", "N", "N", "N", "N", "I", "I", "H", "H", "H", "H", "H", "H", "H", "H", "H", "H", "H", "H", "H", "H"], "positions_angstrom": [[4.898, 2.909, 0.628], [1.199, -1.299, -1.185], [-4.731, -2.251, 0.859], [-0.755, -0.066, -0.297], [4.674, 1.649, 1.086], [-4.110, -1.160, 0.622], [-4.565, 0.050, 0.812], [-1.259, -1.236, 0.097], [0.490, -0.071, -0.796], [1.289, 1.107, -0.838], [4.609, 0.126, -0.384], [-4.022, 1.373, -0.611], [4.849, 3.729, 1.459], [2.012, 0.936, -1.598], [5.095, 3.348, -0.367], [0.610, -2.220, -0.880], [1.348, -1.382, -2.169], [2.286, -1.186, -0.754], [-4.051, -3.139, 0.892], [-5.792, -2.334, 1.154], [-1.390, 0.846, -0.180], [4.717, 1.477, 2.186], [-0.592, -2.032, -0.111], [-2.205, -1.303, 0.343], [0.955, 2.056, -1.044], [-5.556, 0.076, 1.079]], "nbo_charge": [-0.3946, -0.4214, -0.1325, 0.3410, -0.3717, -0.3170, -0.5716, -0.7360, -0.1910, -0.6493, 0.1142, 0.3461, 0.2181, 0.3804, 0.2262, 0.1981, 0.2204, 0.2563, 0.2007, 0.1815, 0.2413, 0.2465, 0.3976, 0.4446, 0.4034, 0.3688]}

---

# 6
{"formula": "C5H14N2", "method": "wB97M-V/def2-TZVPD", "e_tot_ev": -8390.237, "multiplicity": 2, "e_above_lowest_kcal_mol": 17.3, "largest_force_ev_per_a": 1.9, "charge": -1, "gap_ev": [2.678, 8.822], "s_squared": 0.75, "symbols": ["N", "C", "C", "C", "C", "C", "N", "H", "H", "H", "H", "H", "H", "H", "H", "H", "H", "H", "H", "H", "H"], "positions_angstrom": [[-1.316, 1.143, -0.389], [-0.393, 0.057, -0.503], [-0.268, -0.617, 0.865], [0.421, 0.246, 1.916], [1.891, 0.519, 1.673], [-0.800, -0.982, -1.552], [-0.193, -0.718, -2.878], [-1.661, 1.441, 0.507], [-1.591, 1.784, -1.105], [0.597, 0.432, -0.779], [0.412, -1.463, 0.691], [-1.186, -1.078, 1.173], [-0.158, 1.157, 2.081], [0.348, -0.247, 2.894], [2.329, 1.365, 2.201], [2.094, 0.668, 0.612], [2.516, -0.281, 2.002], [-1.880, -0.926, -1.678], [-0.455, -1.949, -1.211], [0.156, 0.236, -2.894], [-0.866, -0.787, -3.628]], "lowdin_spin": [0.1050, 0.0868, 0.0383, 0.1034, 0.1037, 0.0626, 0.0391, 0.0822, 0.1216, 0.0236, 0.0045, 0.0135, 0.0532, 0.0171, 0.0291, 0.0171, 0.0071, 0.0169, 0.0049, 0.0461, 0.0239]}